[1]
Density functional theory data (ωB97M-V/def2-TZVPD) for a cluster of 2 separate species, C6H8N2O2 in total at a distorted geometry.

Results
⟨S²⟩: 2.02
Highest occupied orbital energy (alpha / beta), eV: -5.167 / -10.850
Spin multiplicity: 3
Energy relative to the best compared isomer or geometry (same formula, charge and spin), kcal per mole: 66.0
Electronic energy, eV: -13420.4816
Kohn-Sham gap (alpha / beta), eV: 5.26 / 9.65

```
18
Properties=species:S:1:pos:R:3:forces:R:3
C 0.0579 0.7332 -0.6360 1.3 -1.2 2.1
H 3.6310 -1.0645 0.5540 -0.3 -0.4 0.1
H 2.2652 -1.8035 -0.2662 -0.5 -0.8 -2.5
N -2.0244 -1.6208 -1.4044 0.1 0.3 -0.2
H 2.5048 -2.2450 1.3004 0.1 -1.2 1.5
C 2.5957 -1.4489 0.6366 0.2 3.7 1.1
O -2.7260 -0.5394 1.4947 -0.2 0.3 0.1
C -2.3962 0.1880 0.4025 -0.2 1.2 0.8
C -2.0518 -0.6834 -0.7265 -0.2 -0.1 0.2
C 1.6178 -0.2906 1.0054 1.8 -2.8 3.1
H 0.9456 2.3053 -1.8176 -1.7 -0.9 -0.3
O -2.3999 1.3956 0.4549 -0.2 -1.0 -0.4
C -0.0924 1.9018 -1.5015 3.4 0.0 1.4
N 0.9879 0.2590 0.0347 -1.3 2.3 -3.8
H -3.1100 -1.3887 1.2558 0.2 -0.3 -0.1
H 1.4494 -0.0215 2.0856 -0.4 -0.4 -1.2
H -0.3771 2.5754 -0.7317 -0.8 1.2 0.4
H -0.8776 1.7480 -2.1407 -1.5 0.1 -2.2
```
Positions in Å, forces in eV/Å.

***

[2]
Density functional theory data (ωB97M-V/def2-TZVPD) for a cluster of 2 separate species, C8H14N2SSi in total at a distorted geometry.

Results
Highest occupied orbital energy, eV: -8.317
Spin multiplicity: 1
Energy relative to the best compared isomer or geometry (same formula, charge and spin), kcal per mole: 90.9
Electronic energy, eV: -30213.6108
Kohn-Sham gap, eV: 8.94

```
26
Properties=species:S:1:pos:R:3:forces:R:3
C -0.3340 -0.3203 -2.2692 0.9 2.0 0.9
H -0.6819 1.9187 -1.8189 -0.5 -1.9 0.4
H -0.8140 -2.4701 2.0006 0.5 -0.2 1.4
C 1.5587 -0.0186 1.4929 -0.3 0.9 0.3
H -1.0577 -1.0536 -2.5093 -0.6 -1.0 -0.2
H 0.5144 5.1490 0.5537 -0.3 -0.2 0.1
C -0.9610 2.5127 2.2434 0.2 0.4 -0.4
S -0.5052 4.2176 2.5170 -0.6 -1.9 0.9
C -1.0482 0.8466 -1.5609 -2.7 1.0 0.6
H 1.8316 -0.6217 2.3299 0.1 -1.2 0.5
H -2.1904 0.7256 -1.7552 1.8 0.9 -0.8
C -0.7807 -2.1716 0.9930 -1.3 -0.5 -1.7
H 0.9055 -1.9059 -1.6854 0.9 -0.1 0.0
C 0.7914 -0.8705 -1.3822 0.7 0.6 0.3
H -0.4979 -3.0379 0.3570 -0.2 0.3 0.5
H 2.4592 0.0155 0.8567 -0.3 0.4 0.3
H 0.0342 0.1344 -3.1657 0.4 -0.2 -0.9
Si 0.1401 -0.7080 0.3822 -0.1 2.8 -0.2
N -0.1080 3.2007 0.2238 0.0 -0.7 -1.1
H 1.7636 -0.2237 -1.3917 -1.6 -1.4 -0.4
N -1.1433 0.5961 -0.1106 2.8 2.1 3.6
H -1.2957 1.8435 3.0164 -0.3 0.2 0.0
C 0.0312 4.2495 0.9439 1.1 2.1 -1.0
C -0.6736 2.2334 0.9387 -1.3 -3.4 -1.5
H -1.8520 -1.9428 0.7649 0.7 -0.2 -0.1
H 1.4109 0.9489 2.0814 0.0 -0.8 -1.5
```
Positions in Å, forces in eV/Å.

***

[3]
Density functional theory data (ωB97M-V/def2-TZVPD) for a cluster of 10 separate species, C50H129BrN10O7 in total at a distorted geometry.

Results
Highest occupied orbital energy, eV: -13.753
Charge: +8
Spin multiplicity: 1
Electronic energy, eV: -153127.3929
Kohn-Sham gap, eV: 2.79

```
197
Properties=species:S:1:pos:R:3:forces:R:3
C 15.0336 9.4594 -29.6614 0.0 -0.5 -2.0
C 26.0817 12.0660 -18.4011 -2.7 3.9 0.5
H 6.5970 15.7674 -19.4954 0.5 -1.0 -0.6
H 4.2789 16.9334 -20.8456 -0.2 1.0 -0.8
H 12.4556 0.3208 -18.8036 -0.8 -0.9 0.3
H 13.5653 9.8754 -16.9393 0.4 -0.2 0.2
H 13.6004 22.6632 -20.0269 -0.5 -0.3 0.7
C 8.8015 6.0670 -11.2741 -0.2 -1.0 -0.7
C 13.2996 -0.1377 -18.2882 0.0 1.4 -1.1
C 24.6648 11.6856 -21.8555 -0.6 -0.9 -2.4
C 12.7062 22.7511 -20.6439 0.9 0.2 -0.2
N 18.3910 18.5629 -13.7384 -0.4 -4.0 -0.2
H 17.6345 8.0251 -29.5463 0.4 1.1 0.6
H 12.4800 -2.5035 -18.1976 -0.3 -0.5 0.2
C 3.3136 15.9188 -18.8866 1.0 -1.0 -0.3
H 24.3834 12.7076 -22.1094 0.1 0.3 1.0
H 7.5679 7.3500 -6.6948 -0.2 0.2 0.3
N 11.8642 -1.4158 -16.5169 0.6 1.3 -0.7
H 13.1502 -3.1509 -16.6584 0.1 0.5 0.1
O 14.2994 0.8745 -18.5642 0.3 -0.1 1.8
C 5.2658 17.0104 -17.7404 -0.1 -2.2 -1.1
H 25.0386 13.5990 -17.1698 -0.1 -0.3 -0.1
C 23.4662 10.8407 -22.3041 -0.4 -1.1 -1.5
O 16.8737 12.2176 -19.9244 0.1 -0.3 0.5
N 7.4988 6.0167 -10.4859 0.0 -0.4 2.6
H 15.9236 11.6546 -31.1404 0.3 0.1 0.4
H 26.8285 11.4129 -17.9494 0.2 0.1 -0.9
H 11.1479 -0.8084 -14.6196 -0.5 -0.2 -0.2
H 12.1693 23.6621 -20.3796 -0.1 -0.1 0.2
H 22.5620 10.9660 -21.7085 0.2 0.1 0.5
C 15.6431 9.3796 -19.6295 0.8 0.8 1.5
C 11.5975 -1.6958 -15.0653 0.5 1.2 0.1
H 17.9154 11.1806 -29.3529 0.3 -0.7 0.3
H 25.4820 11.5157 -22.5566 0.1 -0.3 -0.2
H 4.5273 17.7429 -17.4145 0.6 0.5 -0.5
H 15.4759 8.3027 -19.6527 -0.6 0.2 -0.4
H 18.7958 20.5158 -13.8927 0.3 0.7 0.6
H 22.1023 20.2842 -13.7232 -0.3 0.5 0.7
H 15.3697 10.9463 -33.3044 0.5 0.3 -0.1
H 28.1287 12.9983 -20.0281 -0.2 -0.3 0.5
H 13.4549 20.9902 -22.8066 0.0 0.4 0.1
H 5.3058 14.2545 -17.6809 0.1 0.4 0.1
H 5.2868 16.2739 -16.9371 0.1 -0.2 -0.2
C 23.6257 2.1047 -15.6152 -0.1 2.3 -3.5
H 12.7829 0.5542 -16.2222 -0.5 0.1 -0.4
H 11.5361 22.5706 -22.9613 -0.1 0.4 0.3
H 10.8876 21.7446 -21.2589 0.2 -0.2 -0.5
H 24.3882 13.6945 -19.9505 -0.1 0.3 -0.2
C 23.7878 9.3294 -22.5323 1.0 1.2 1.2
C 20.7208 3.9109 -15.3114 -0.5 -1.7 1.6
H 27.4447 12.3830 -21.4996 0.0 -0.1 0.0
H 15.0472 8.6584 -33.3737 0.3 -1.1 -0.8
H 5.8144 17.5952 -20.4114 -0.1 0.9 0.4
H 25.3599 15.4479 -18.5339 0.1 0.0 -0.4
H 11.9655 24.3477 -22.9456 -0.1 -0.2 -0.1
H 6.8544 5.9804 -8.3568 -0.5 0.5 -0.6
C 14.4242 24.2515 -21.9191 -0.8 -0.7 -0.5
C 15.4252 10.1808 -32.5305 0.9 2.1 1.5
H 10.0250 -0.1673 -16.5823 0.4 -0.2 0.1
C 13.0119 -0.3625 -16.7657 0.1 -0.1 -0.5
H 24.1186 8.9139 -21.5804 -0.4 -0.5 0.2
H 20.6609 18.8691 -11.9239 -0.5 -0.1 0.1
H 14.5601 21.3209 -21.4389 -0.1 -0.1 -0.1
H 14.4104 10.3410 -29.8117 0.0 -0.1 0.3
H 24.1922 11.3684 -19.8704 0.1 -0.2 0.2
H 21.2214 4.3262 -14.4367 0.3 0.0 -0.1
H 14.9340 9.0371 -28.6615 0.7 0.3 0.0
N 26.0026 12.3965 -19.9223 2.1 -1.0 1.5
H 25.5539 10.3377 -20.3866 0.1 0.2 -0.1
H 26.5151 2.0659 -17.3221 0.2 0.3 0.1
H 9.3308 5.1151 -11.2307 0.2 0.1 1.3
H 10.9574 -2.5772 -15.0260 0.2 0.2 0.3
H 7.6678 3.9813 -10.5403 -0.4 -0.5 0.1
C 16.9752 10.7386 -29.0232 0.0 -0.6 -1.0
H 13.1220 8.9150 -20.0824 0.2 0.0 0.6
H 12.5358 -1.7673 -14.5152 0.1 -0.7 -0.3
H 6.0345 4.3790 -9.9528 -0.1 0.7 -0.2
H 20.7288 20.6251 -12.0157 -0.8 0.0 0.4
H 14.7200 8.7032 -30.3811 -0.4 0.0 0.2
H 9.5780 7.1282 -8.6996 0.2 0.5 0.4
H 3.3330 15.3412 -17.9624 -0.7 0.4 0.1
N 24.6084 2.4182 -16.5947 -1.9 -2.4 3.2
H 14.4038 10.1853 -32.1500 -0.2 -0.5 0.2
C 14.2790 9.3082 -17.5370 -0.2 0.1 -2.2
H 14.9657 21.9505 -23.0242 -0.3 0.1 -0.2
C 5.5102 13.9555 -18.7089 -0.1 0.5 0.8
C 12.2825 -2.7055 -17.1449 -0.4 -0.2 0.0
C 10.5016 -0.9814 -17.1283 0.6 -1.1 -0.3
H 23.1629 11.2025 -23.2865 0.0 0.3 -0.1
H 21.1524 1.8097 -14.5172 0.5 0.2 -0.2
C 20.4654 19.7246 -12.5704 -0.2 0.9 -0.7
H 20.5412 1.8543 -16.1980 -0.9 0.0 0.6
C 25.9620 14.5864 -18.8229 0.9 -0.5 0.0
H 18.1900 8.8645 -31.1107 -0.1 0.4 0.5
C 18.2796 17.4649 -12.7073 -0.1 0.2 0.4
C 25.0822 11.3141 -20.4974 -0.1 2.1 0.7
H 16.7187 7.9246 -30.8932 0.1 0.2 -0.7
H 20.8863 4.5881 -16.1493 0.0 -0.6 -0.2
H 14.2768 1.0774 -19.5022 -0.1 -0.2 -0.1
C 12.3137 23.3243 -23.0852 0.9 -0.5 1.0
H 16.5111 9.4956 -18.9805 0.4 0.2 -0.5
H 22.9994 8.7180 -22.9711 0.2 0.3 -0.1
H 19.6750 3.8728 -15.0067 -0.2 0.4 -0.3
H 11.1838 21.5060 -19.6419 0.6 0.7 0.4
H 25.7101 14.3788 -20.9422 0.1 -0.7 -0.3
C 23.9816 2.6181 -17.7958 0.4 1.0 1.1
H 20.2529 17.7109 -14.6537 -0.2 0.3 0.6
H 17.7532 16.5928 -13.0952 0.0 0.3 -0.3
H 19.2449 17.1125 -12.3439 0.0 0.4 -0.1
H 9.4505 6.9230 -11.0891 -0.4 -0.1 0.5
N 16.4121 9.8493 -30.1483 1.9 0.5 1.3
H 5.3143 14.9028 -20.5908 0.3 0.7 -0.3
H 9.9180 -1.9019 -17.1114 -0.3 0.2 0.5
Br 20.5725 18.1182 -22.9424 -0.2 -0.3 0.3
H 6.4792 13.4633 -18.6258 0.0 -0.2 -0.5
C 6.5893 7.1141 -10.9491 0.5 -0.2 -0.4
O 15.8783 8.9842 -33.0205 -0.8 -1.0 -0.1
H 13.6719 -0.9957 -18.8480 -0.5 -0.5 0.5
C 5.6603 15.2214 -19.6075 -1.6 0.0 2.2
C 21.1445 2.3710 -15.4515 -1.0 2.4 -2.2
C 27.4529 12.2379 -20.4193 -1.4 0.0 -1.0
H 8.3119 5.2166 -8.5469 0.4 -0.2 -0.7
H 13.5240 10.3873 -20.8553 0.5 0.4 0.4
C 6.8116 4.6433 -10.6700 2.2 0.6 -0.7
C 4.7850 17.5019 -20.0654 -0.6 -2.7 -0.7
H 23.8379 1.7918 -14.6035 -0.1 0.0 -0.1
H 15.0974 12.0288 -20.8652 -0.5 -0.2 0.0
H 16.3556 11.6211 -28.8640 -0.5 -0.5 0.1
C 18.9132 19.8142 -13.0669 2.1 -0.5 -0.8
C 7.7990 6.1178 -8.8830 -1.2 -1.6 -1.0
H 14.0119 12.1149 -18.3331 0.1 -0.2 0.3
H 15.6870 11.5383 -17.9086 -0.1 0.6 0.0
H 12.5104 10.4659 -19.3821 -0.2 -0.2 -0.2
O 21.3830 19.6544 -13.6359 -0.7 -1.3 -1.3
H 25.0533 11.8090 -18.1475 0.4 -1.3 -0.2
H 17.3706 10.8689 -31.8095 0.1 -0.3 0.4
C 14.1333 21.7173 -22.3602 0.5 1.2 0.5
H 7.1475 8.0402 -10.8118 -0.3 0.1 -0.3
C 14.9216 11.6247 -18.6798 -0.2 -0.9 -0.3
H 17.3287 12.9237 -20.3893 -0.1 0.2 -0.2
C 8.5457 7.2895 -8.3888 0.6 1.2 0.6
H 24.6288 2.6566 -18.6596 -0.6 0.4 -0.3
H 15.7580 9.8810 -20.5904 0.3 -0.5 0.1
H 16.3844 17.8958 -14.5079 0.5 0.0 0.2
H 16.9924 10.0260 -28.1985 0.5 0.7 0.3
H 14.9881 24.3368 -20.9902 -0.4 -0.4 0.1
H 21.7849 3.2244 -17.9549 0.4 -0.4 -1.0
H 4.1651 18.3280 -19.7168 0.6 0.1 -0.1
H 6.2874 17.2319 -18.0490 -0.2 1.1 0.8
H 26.5351 3.0873 -15.8421 -0.3 -0.1 0.0
H 3.1155 15.1958 -19.6779 -0.1 0.1 -0.1
H 12.6699 23.1224 -24.0953 0.7 0.5 0.2
N 22.3840 2.4077 -16.1843 6.6 -1.2 1.2
O 8.4907 7.3401 -6.9591 0.4 -0.5 -1.2
C 25.9466 13.5342 -17.7694 1.1 -0.9 2.1
C 22.6642 2.7845 -17.5080 -2.2 -0.3 0.8
H 5.6068 7.1710 -10.4805 0.3 -0.4 0.5
H 19.2989 18.7809 -15.6350 -0.1 -0.4 -0.4
C 15.4733 12.3957 -19.9102 0.5 -0.7 -0.1
H 6.4186 6.8457 -11.9917 0.0 0.6 -0.1
H 13.9488 -0.6765 -16.3056 -0.2 -0.7 0.1
H 2.6024 16.7399 -18.9761 0.3 0.0 0.5
H 13.8909 8.3474 -17.8751 -1.0 0.3 -0.3
H 15.1979 13.4500 -19.8838 -0.1 0.0 0.5
C 17.3849 8.6399 -30.4110 -2.4 -0.7 -0.3
H 18.2415 19.9874 -12.2261 0.1 0.2 -0.1
H 11.4538 -3.3833 -16.9403 0.1 -0.2 -0.6
C 25.4647 13.8505 -20.0209 -0.7 -0.7 -0.4
H 24.7301 9.3314 -23.0802 -0.3 -0.4 -0.7
H 26.1969 1.2951 -15.8117 0.1 0.3 0.3
O 12.2336 20.1626 -20.7058 -0.1 2.0 0.0
H 10.5428 -0.7783 -18.1984 0.6 0.3 0.2
H 8.2047 8.2454 -8.7862 -0.1 0.1 -0.3
H 16.4472 19.3495 -13.4018 -0.2 -0.5 0.2
H 4.8983 12.1994 -18.8881 -0.6 -0.5 -0.2
H 27.6661 11.1935 -20.1917 0.7 0.4 0.0
H 8.6585 5.9991 -12.3525 -1.0 0.8 -0.1
H 15.1343 24.1325 -22.7374 -0.2 -0.3 0.0
H 17.0493 19.5198 -14.9782 -0.4 -0.3 -0.4
H 18.8029 17.0265 -15.3468 -0.7 0.4 0.2
N 14.5517 10.1187 -18.8807 -0.7 -1.6 -1.6
C 11.7253 21.5603 -20.5863 -0.3 -1.4 0.0
O 4.4500 13.0328 -19.0497 1.5 1.0 -0.3
N 4.7572 16.3653 -19.0637 -1.0 1.1 1.0
H 26.7465 13.7323 -17.0560 0.0 -0.1 0.1
H 27.0090 14.8665 -18.9385 -0.1 0.5 -0.4
C 26.0692 2.2385 -16.3426 -0.5 -0.8 -0.9
H 13.8919 25.1789 -22.1305 -0.2 -0.2 0.3
C 16.9400 18.7772 -14.1878 1.3 2.0 -0.2
H 15.1694 8.8630 -17.0931 0.5 1.5 0.4
C 16.3762 10.6969 -31.3976 -1.9 0.2 -1.5
C 13.3446 9.9604 -19.8686 -0.1 0.5 1.3
C 19.2273 17.9443 -14.9399 0.1 1.8 0.8
H 11.8902 19.7813 -21.5172 0.0 0.0 -0.1
N 13.4050 23.0435 -21.9662 -0.5 -0.8 -2.4
H 6.5599 4.6227 -11.7304 -0.6 -0.2 0.2
H 17.6871 17.9163 -11.9115 0.1 -0.4 0.3
```
Positions in Å, forces in eV/Å.

***

[4]
Density functional theory data (ωB97M-V/def2-TZVPD) for a cluster of 3 separate species, C21H28BrNO12P2S2 in total at a distorted geometry.

Results
Highest occupied orbital energy, eV: -8.748
SMILES: CCP(C)[C@]1(Br)OS(=O)(=O)O[C@]1(CCCCS(=O)(=O)O)P(N)O.O=C1C=CC(=O)C=C1.O=C1C=CC(=O)C=C1
Spin multiplicity: 1
Electronic energy, eV: -158578.1032
Kohn-Sham gap, eV: 7.04

```
67
Properties=species:S:1:pos:R:3:forces:R:3
H -1.6776 2.1703 -2.0358 -0.1 0.0 -0.2
C -6.0289 2.4242 5.7201 0.0 0.0 0.0
C 1.9249 2.8898 -2.5045 0.4 -0.3 -0.5
O -3.8497 0.3921 -3.5909 0.5 0.4 -0.1
C -0.9451 1.3621 -2.0512 0.3 0.2 0.6
Br -0.9430 -0.4696 0.9666 0.4 0.1 -0.1
O -2.4738 -1.8090 -0.7991 0.0 0.7 0.4
H 3.2373 -0.3707 -0.8481 0.2 -0.1 -0.1
H -6.1843 2.7676 6.7350 0.0 0.0 0.0
O -3.7469 2.0826 6.1829 0.0 0.0 0.0
H 0.0244 3.6491 -2.0320 -0.1 0.1 0.1
P -2.5102 -0.5507 -3.4866 0.3 -1.6 -0.7
O 4.1851 1.6036 -2.6137 0.2 -0.1 -0.2
N -1.4335 0.1063 -4.6567 -0.6 0.9 0.4
H -0.4953 1.3849 -3.0414 0.1 -0.3 0.0
H 2.1140 -0.3057 -2.1687 0.0 -0.1 -0.1
S 3.4676 2.6288 -1.6484 -0.6 1.0 1.2
C 5.6671 -3.4778 3.9486 0.0 0.0 0.0
H 7.5887 -3.8828 2.9757 0.0 0.0 0.0
H 0.5738 -1.1091 -3.5548 0.0 0.0 -0.2
C -4.6430 2.0218 5.3679 0.0 0.0 0.0
O 4.2092 3.8488 -1.5892 0.3 0.2 -0.6
H -0.4510 -2.5791 -3.7275 -0.1 0.1 -0.2
H -8.0300 2.6500 5.0633 0.0 0.0 0.0
C -1.2555 -1.0100 -0.9045 -0.2 -0.8 -0.3
H -1.8634 -0.0790 -5.5599 0.3 -0.3 -0.1
H 3.6171 -3.0145 4.5684 0.0 0.0 0.0
C 0.7831 3.0621 -1.5113 0.1 0.0 -0.3
C -5.3826 1.4820 3.0906 0.0 0.0 0.0
H 0.8785 0.9801 -0.8618 0.0 0.0 0.0
S -3.7302 -0.8083 -0.5830 -0.9 -0.8 -0.2
O -7.6682 1.8272 2.6324 0.0 0.0 0.0
H 2.0939 3.7725 -3.1171 0.0 0.1 0.1
O 4.2824 -2.8608 0.1565 0.3 -0.1 0.1
C 2.6280 -0.9950 -1.5011 -0.1 0.3 0.7
O -2.9930 0.5122 -1.1023 0.1 -0.6 0.3
C 0.3799 -2.1165 -3.2036 -0.1 0.1 0.5
O 6.0781 -3.6618 5.0725 0.0 0.0 0.0
P 0.0524 -2.2796 -1.4045 -0.1 -1.0 0.6
H 5.1111 1.5391 -2.3261 0.0 -0.1 -0.1
H -5.2195 1.1353 2.0781 0.0 0.0 0.0
H 3.2769 -1.6513 -2.0715 0.0 0.1 -0.2
C 1.6655 -1.8189 -0.6255 0.0 0.3 -1.0
H 1.1353 3.6655 -0.6777 0.0 0.0 0.1
H 1.5214 -1.3847 0.3587 -0.2 0.1 0.0
H -4.4561 -0.1198 -4.1393 -0.3 0.1 0.3
C 4.6931 -3.0453 1.2841 0.0 0.0 0.0
H 6.7406 -3.5083 0.6614 0.0 0.0 0.0
O 3.1978 2.0344 -0.3755 0.0 -0.7 -0.1
C -6.7684 1.8841 3.4421 0.0 0.0 0.0
H 1.2561 -2.7428 -3.3706 0.1 0.0 0.0
C 6.1082 -3.4140 1.5350 0.0 0.0 0.0
H -1.4243 1.1264 -4.5932 0.2 -0.1 -0.2
H -0.3329 1.9839 -0.0872 0.0 -0.2 0.1
O -4.7415 -1.2849 -1.4566 0.1 0.2 -0.5
H 2.7700 -2.6408 2.2565 0.0 0.0 0.0
C 3.7988 -2.9090 2.4608 0.0 0.0 0.0
H 1.7820 2.0563 -3.1945 -0.1 -0.1 0.1
H -3.3837 1.2562 3.7478 0.0 0.0 0.0
C 0.1387 1.7570 -1.0409 -0.3 0.6 0.2
O -4.1265 -0.6500 0.7677 0.6 0.4 0.4
C 4.2504 -3.1087 3.6957 0.0 0.0 0.0
H 2.1343 -2.7832 -0.4669 -0.1 -0.1 0.2
C -4.3996 1.5460 3.9844 0.0 0.0 0.0
C 6.5607 -3.6139 2.7693 0.0 0.0 0.0
C -1.7553 0.0923 -1.8269 -0.5 1.6 -0.2
C -7.0134 2.3613 4.8284 0.0 0.0 0.0
```
Positions in Å, forces in eV/Å.

***

[5]
Density functional theory data (ωB97M-V/def2-TZVPD) for the molecule C6H14N2O2 at a distorted geometry.

Results
Highest occupied orbital energy, eV: -9.050
SMILES: CC[C@@](N)(C(=O)O)[C@H](C)N
Spin multiplicity: 1
Energy relative to the best compared isomer or geometry (same formula, charge and spin), kcal per mole: 51.2
Electronic energy, eV: -13523.4042
Kohn-Sham gap, eV: 9.69

```
24
Properties=species:S:1:pos:R:3:forces:R:3
C 0.4065 0.1515 0.4225 0.5 -1.9 -4.0
C 0.2483 -0.9387 -0.9669 -0.5 0.5 3.0
O 2.6697 0.6896 0.9566 0.8 -0.4 0.1
H -1.6860 -0.3090 1.6365 -0.9 0.2 -1.0
H 1.1976 -2.5286 0.1631 -0.4 -0.9 3.1
C -0.7776 1.0795 0.3178 -3.1 -0.5 0.5
N 0.4372 -0.6239 1.5859 1.1 -0.8 2.1
C 1.1490 -2.2173 -0.7992 -1.1 0.8 -3.9
H -2.8653 -0.1610 0.1900 1.2 0.2 -0.1
H 0.8129 2.0613 -0.9894 1.0 -0.3 0.2
N -0.8313 1.7243 -0.9602 -0.6 0.1 -3.1
C 1.7399 0.9285 0.2400 -0.8 0.4 0.5
H -1.1838 1.1548 -1.7445 0.7 -0.5 0.7
H -0.8457 -1.1151 -0.8305 0.8 -0.6 -0.3
H 0.3282 -0.3465 -1.8589 0.6 -0.1 -0.5
H -2.7424 1.0633 1.4648 1.0 -0.6 -1.2
C -2.1034 0.3502 0.8244 -0.2 0.8 2.2
H -0.6954 1.9085 0.9847 0.5 0.4 1.0
H 2.1875 -1.9868 -1.0104 0.1 0.1 -0.6
O 1.7737 1.9351 -0.6379 -1.1 -0.4 -0.2
H -1.4634 2.4986 -1.1251 0.1 0.5 1.3
H 0.0229 -1.5879 1.6525 0.7 1.7 -0.7
H 0.8005 -3.1243 -1.4310 0.6 1.7 0.8
H 1.4206 -0.6058 1.9151 -0.9 -0.3 0.0
```
Positions in Å, forces in eV/Å.